Entry 1:
{"formula": "C35H26Br2NOP2PtS2", "method": "ωB97M-V/def2-TZVPD", "species": ["Pt", "S", "P", "C", "P", "S", "C", "C", "C", "C", "C", "C", "C", "C", "C", "C", "C", "C", "C", "C", "C", "C", "C", "C", "C", "C", "C", "C", "C", "C", "H", "H", "H", "H", "H", "H", "H", "H", "H", "H", "H", "H", "H", "H", "H", "H", "H", "H", "H", "H", "C", "C", "C", "C", "C", "C", "Br", "C", "C", "Br", "C", "O", "C", "N", "H", "H", "H", "H", "H", "H"], "xyz": [[0.031, 0.576, -2.363], [2.933, 0.464, -2.068], [2.101, 0.399, -0.258], [0.463, -0.046, -0.520], [-0.952, 0.110, 0.467], [-2.591, 0.168, -0.646], [-0.886, 1.569, 1.564], [-1.290, 2.793, 1.030], [-1.226, 3.945, 1.797], [-0.760, 3.890, 3.105], [-0.356, 2.679, 3.643], [-0.420, 1.523, 2.873], [-1.078, -1.320, 1.603], [-0.424, -2.500, 1.259], [-0.608, -3.652, 2.010], [-1.449, -3.636, 3.113], [-2.114, -2.465, 3.458], [-1.936, -1.317, 2.701], [2.901, -0.826, 0.843], [3.954, -1.612, 0.391], [4.476, -2.619, 1.196], [3.950, -2.845, 2.459], [2.901, -2.061, 2.921], [2.380, -1.062, 2.115], [2.400, 1.998, 0.579], [1.961, 3.151, -0.074], [2.205, 4.400, 0.468], [2.889, 4.517, 1.673], [3.327, 3.379, 2.329], [3.084, 2.122, 1.784], [-1.663, 2.824, 0.013], [-1.540, 4.890, 1.371], [-0.708, 4.792, 3.703], [0.008, 2.629, 4.662], [-0.113, 0.580, 3.308], [0.237, -2.495, 0.399], [-0.090, -4.563, 1.735], [-1.594, -4.535, 3.700], [-2.780, -2.451, 4.312], [-2.477, -0.414, 2.956], [4.348, -1.431, -0.602], [5.293, -3.230, 0.832], [4.352, -3.635, 3.082], [2.477, -2.239, 3.902], [1.555, -0.462, 2.475], [1.433, 3.054, -1.017], [1.858, 5.286, -0.048], [3.080, 5.496, 2.098], [3.862, 3.463, 3.266], [3.447, 1.243, 2.296], [0.333, -2.829, -3.056], [-0.975, -2.247, -3.499], [-2.104, -3.058, -3.742], [-3.266, -2.502, -4.189], [-3.344, -1.110, -4.409], [-4.478, -0.409, -4.889], [-6.087, -1.343, -5.296], [-4.438, 0.944, -5.052], [-3.280, 1.671, -4.733], [-3.294, 3.551, -4.965], [-2.135, 1.079, -4.213], [-1.078, 1.715, -3.858], [-2.191, -0.366, -4.108], [-1.044, -0.947, -3.678], [0.199, -3.830, -2.643], [0.795, -2.183, -2.309], [1.017, -2.895, -3.905], [-2.035, -4.123, -3.561], [-4.139, -3.116, -4.367], [-5.306, 1.473, -5.421]], "lumo_ev": [2.476, 2.151], "multiplicity": 3, "homo_lumo_gap_ev": [6.431, 6.760], "s2": 2.010, "charge": -1}

---

Entry 2:
{"formula": "C35H26N6O11PbS4Te", "method": "ωB97M-V/def2-TZVPD", "species": ["Pb", "O", "S", "O", "O", "C", "C", "C", "C", "C", "C", "S", "O", "O", "O", "H", "H", "H", "H", "N", "C", "C", "C", "C", "C", "C", "S", "N", "C", "C", "C", "C", "C", "C", "N", "H", "H", "H", "H", "H", "H", "H", "H", "H", "Te", "C", "C", "C", "C", "S", "H", "H", "H", "O", "C", "O", "C", "C", "C", "C", "C", "C", "N", "O", "O", "H", "H", "H", "H", "N", "C", "O", "C", "C", "C", "C", "N", "C", "H", "H", "H", "H", "H", "H"], "xyz": [[-0.028, 0.180, -0.061], [-3.216, -3.373, -0.065], [-1.850, -2.991, -0.279], [-1.174, -3.544, -1.428], [-1.669, -1.523, -0.118], [-0.900, -3.671, 1.076], [-1.585, -4.093, 2.207], [-0.925, -4.764, 3.224], [0.430, -5.032, 3.107], [1.128, -4.593, 1.995], [0.470, -3.890, 0.989], [1.549, -3.423, -0.363], [1.863, -4.585, -1.115], [2.790, -2.967, 0.507], [1.207, -2.207, -1.073], [-2.653, -3.922, 2.246], [-1.473, -5.099, 4.095], [0.953, -5.574, 3.884], [2.184, -4.804, 1.916], [0.801, 3.544, -3.046], [1.133, 4.677, -2.267], [0.648, 5.922, -2.629], [0.969, 7.042, -1.874], [1.761, 6.912, -0.747], [2.228, 5.658, -0.374], [1.928, 4.543, -1.137], [2.569, 2.960, -0.680], [1.615, 1.886, -1.582], [0.921, 2.264, -2.587], [0.194, 1.201, -3.351], [-0.262, 1.390, -4.646], [-0.908, 0.336, -5.282], [-1.070, -0.861, -4.618], [-0.593, -0.969, -3.316], [0.016, 0.043, -2.706], [0.104, 3.702, -3.754], [0.019, 6.015, -3.507], [0.592, 8.012, -2.170], [2.011, 7.778, -0.150], [2.835, 5.548, 0.517], [-0.105, 2.317, -5.180], [-1.276, 0.459, -6.293], [-1.563, -1.704, -5.082], [-0.706, -1.882, -2.739], [3.470, -1.131, -0.119], [5.060, -1.255, 1.199], [5.369, -0.272, 2.107], [6.582, -0.522, 2.795], [7.160, -1.695, 2.409], [6.262, -2.482, 1.190], [4.740, 0.590, 2.283], [6.993, 0.124, 3.556], [8.065, -2.138, 2.795], [-3.102, 2.025, 1.261], [-2.725, 1.869, 0.115], [-1.468, 1.829, -0.249], [-3.738, 1.726, -0.999], [-5.062, 2.070, -0.745], [-6.020, 1.952, -1.737], [-5.624, 1.480, -2.976], [-4.320, 1.116, -3.255], [-3.376, 1.249, -2.251], [-6.630, 1.362, -4.047], [-7.796, 1.518, -3.747], [-6.231, 1.120, -5.171], [-5.321, 2.426, 0.242], [-7.053, 2.216, -1.566], [-4.063, 0.739, -4.233], [-2.349, 0.976, -2.439], [3.133, -2.655, 4.053], [2.066, -2.492, 4.874], [2.044, -2.935, 6.008], [0.898, -1.723, 4.328], [-0.304, -1.747, 5.029], [-1.386, -1.042, 4.537], [-1.243, -0.339, 3.349], [-0.091, -0.299, 2.681], [0.951, -0.968, 3.169], [3.917, -3.170, 4.414], [3.115, -2.438, 3.071], [-0.358, -2.320, 5.945], [-2.334, -1.033, 5.057], [-2.070, 0.217, 2.918], [1.873, -0.865, 2.603]], "lumo_ev": -1.069, "homo_lumo_gap_ev": 7.188, "charge": 0}

---

Entry 3:
{"formula": "C35H27As2Cl5CuI2NO10", "method": "ωB97M-V/def2-TZVPD", "species": ["Cu", "I", "C", "C", "C", "I", "C", "C", "C", "C", "N", "C", "C", "O", "H", "H", "H", "H", "Cl", "C", "C", "Cl", "C", "Cl", "C", "O", "C", "Cl", "C", "Cl", "C", "C", "C", "C", "C", "C", "H", "H", "H", "H", "H", "C", "O", "C", "O", "C", "C", "As", "C", "C", "C", "As", "C", "C", "O", "O", "C", "C", "O", "O", "C", "C", "O", "O", "C", "H", "H", "H", "H", "H", "H", "H", "H", "H", "H", "H", "H", "H", "H", "H", "H", "H", "H"], "xyz": [[-0.664, 2.406, 0.265], [-4.182, -1.250, 1.064], [-4.367, 0.656, 0.320], [-5.637, 1.188, 0.278], [-5.877, 2.413, -0.251], [-7.801, 3.212, -0.341], [-4.816, 3.191, -0.752], [-4.887, 4.471, -1.295], [-3.726, 5.143, -1.664], [-2.482, 4.575, -1.347], [-2.376, 3.315, -0.893], [-3.484, 2.627, -0.595], [-3.225, 1.309, -0.122], [-2.037, 0.868, -0.066], [-6.438, 0.602, 0.735], [-5.895, 4.973, -1.372], [-3.733, 6.152, -2.083], [-1.550, 5.094, -1.533], [5.938, 5.599, 0.178], [4.313, 5.058, 0.012], [4.067, 3.706, -0.275], [5.331, 2.650, -0.632], [2.747, 3.331, -0.458], [2.416, 1.747, -1.071], [1.636, 4.228, -0.342], [0.434, 3.871, -0.442], [1.971, 5.557, 0.008], [0.629, 6.646, 0.308], [3.246, 5.958, 0.171], [3.544, 7.600, 0.503], [0.366, 1.790, 4.900], [0.854, 2.896, 4.186], [0.578, 3.008, 2.874], [-0.176, 2.098, 2.154], [-0.734, 1.017, 2.875], [-0.418, 0.869, 4.222], [0.646, 1.685, 5.933], [1.367, 3.688, 4.751], [0.859, 3.910, 2.409], [-1.384, 0.305, 2.367], [-0.763, -0.054, 4.727], [2.507, -1.042, -4.695], [2.231, -0.859, -3.259], [1.565, -1.928, -2.743], [1.222, -2.876, -3.409], [1.349, -1.743, -1.289], [2.140, -2.282, -0.319], [2.686, -4.115, -0.701], [3.371, -4.572, 1.092], [0.639, -4.514, -0.486], [-0.394, -3.686, -0.523], [-0.385, -1.596, -0.526], [-1.378, -1.364, -2.189], [-1.823, -4.148, -0.558], [-2.350, -4.406, -1.641], [-2.508, -4.364, 0.588], [-1.922, -4.060, 1.834], [0.369, -5.981, -0.439], [0.164, -6.587, 0.609], [0.478, -6.718, -1.554], [0.636, -6.056, -2.862], [2.017, -1.764, 1.061], [1.496, -2.354, 1.997], [2.565, -0.575, 1.103], [2.743, 0.003, 2.436], [2.857, -0.057, -4.963], [1.637, -1.277, -5.294], [3.190, -1.857, -4.839], [4.089, -3.745, 1.317], [3.981, -5.504, 1.001], [2.539, -4.626, 1.778], [-1.035, -1.903, -3.086], [-1.470, -0.313, -2.370], [-2.326, -1.828, -1.871], [-2.681, -4.267, 2.494], [-1.701, -3.005, 1.836], [-1.064, -4.713, 2.055], [0.508, -6.856, -3.581], [1.651, -5.612, -2.936], [-0.191, -5.338, -3.006], [3.371, 0.883, 2.343], [3.176, -0.692, 3.103], [1.763, 0.191, 2.788]], "lumo_ev": [1.909, 1.705], "multiplicity": 2, "homo_lumo_gap_ev": [7.274, 7.163], "s2": 0.755, "charge": -1}

---

Entry 4:
{"formula": "C35H27N2O2PTi", "method": "ωB97M-V/def2-TZVPD", "species": ["Ti", "C", "O", "C", "C", "C", "C", "C", "C", "N", "N", "C", "C", "O", "C", "C", "C", "C", "C", "C", "C", "C", "H", "H", "H", "H", "H", "H", "H", "H", "H", "H", "H", "H", "H", "C", "C", "C", "C", "C", "C", "P", "C", "C", "C", "C", "C", "C", "C", "C", "C", "C", "C", "C", "H", "H", "H", "H", "H", "H", "H", "H", "H", "H", "H", "H", "H", "H"], "xyz": [[-0.067, 0.102, 0.274], [2.518, -1.366, 1.512], [1.989, -0.482, 0.486], [2.863, -0.162, -0.558], [4.159, -0.627, -0.660], [4.914, -0.221, -1.754], [4.382, 0.627, -2.715], [3.085, 1.094, -2.593], [2.323, 0.696, -1.503], [0.980, 1.099, -1.250], [0.528, 1.950, -2.080], [-0.685, 2.522, -1.975], [-1.494, 2.391, -0.828], [-1.095, 1.575, 0.139], [-2.683, 3.112, -0.679], [-3.073, 3.942, -1.696], [-2.316, 4.110, -2.884], [-2.756, 4.982, -3.902], [-2.010, 5.151, -5.036], [-0.801, 4.452, -5.187], [-0.351, 3.593, -4.213], [-1.099, 3.409, -3.042], [2.856, -2.289, 1.044], [3.337, -0.863, 2.024], [1.709, -1.561, 2.203], [4.600, -1.275, 0.082], [5.933, -0.570, -1.844], [4.985, 0.931, -3.559], [2.660, 1.768, -3.322], [-3.257, 3.007, 0.230], [-3.995, 4.503, -1.592], [-3.689, 5.516, -3.772], [-2.347, 5.821, -5.814], [-0.215, 4.594, -6.085], [0.580, 3.061, -4.343], [-0.291, -5.800, 3.417], [0.340, -4.641, 3.847], [-0.183, -3.398, 3.515], [-1.351, -3.311, 2.758], [-1.995, -4.481, 2.352], [-1.459, -5.720, 2.670], [-2.133, -1.754, 2.232], [-1.541, -1.715, 0.461], [-0.379, -2.369, 0.010], [0.072, -2.204, -1.302], [-0.638, -1.400, -2.193], [-1.811, -0.778, -1.780], [-2.258, -0.934, -0.467], [-1.021, -0.495, 2.954], [-1.196, -0.243, 4.321], [-0.389, 0.666, 4.982], [0.604, 1.359, 4.301], [0.789, 1.139, 2.950], [-0.015, 0.218, 2.276], [0.117, -6.766, 3.680], [1.235, -4.705, 4.452], [0.304, -2.502, 3.881], [-2.924, -4.427, 1.796], [-1.965, -6.622, 2.353], [0.173, -2.993, 0.704], [0.981, -2.696, -1.624], [-0.277, -1.266, -3.204], [-2.373, -0.162, -2.470], [-3.156, -0.429, -0.132], [-1.964, -0.775, 4.872], [-0.538, 0.838, 6.040], [1.223, 2.077, 4.823], [1.554, 1.697, 2.418]], "lumo_ev": -7.309, "homo_lumo_gap_ev": 6.278, "charge": 2}

---

Entry 5:
{"formula": "C35H28BHgN11O2Se2", "method": "ωB97M-V/def2-TZVPD", "species": ["Hg", "O", "C", "O", "C", "C", "C", "N", "C", "C", "C", "C", "C", "C", "C", "N", "C", "C", "C", "C", "C", "N", "H", "H", "H", "H", "H", "H", "H", "H", "H", "H", "C", "C", "N", "N", "C", "B", "N", "C", "C", "C", "N", "N", "C", "C", "C", "N", "H", "H", "H", "H", "H", "H", "H", "H", "H", "H", "Se", "Se", "C", "C", "C", "C", "C", "N", "C", "C", "C", "C", "C", "N", "H", "H", "H", "H", "H", "H", "H", "H"], "xyz": [[-0.258, 0.305, -0.153], [-1.720, -3.828, -5.737], [-1.230, -2.699, -5.825], [-0.975, -2.004, -6.812], [-0.882, -2.018, -4.443], [-0.352, -0.737, -4.409], [-0.080, -0.117, -3.194], [-0.394, -0.732, -2.026], [-0.864, -2.001, -2.039], [-1.093, -2.669, -3.234], [-1.020, -2.631, -0.740], [-1.728, -3.825, -0.558], [-1.737, -4.427, 0.680], [-1.032, -3.830, 1.729], [-0.417, -2.617, 1.494], [-0.408, -2.020, 0.306], [0.579, 1.171, -3.080], [0.839, 1.993, -4.187], [1.489, 3.191, -4.018], [1.890, 3.567, -2.729], [1.592, 2.714, -1.688], [0.963, 1.556, -1.832], [-0.156, -0.267, -5.360], [-1.411, -3.699, -3.262], [-2.279, -4.250, -1.382], [-2.291, -5.342, 0.835], [-0.981, -4.290, 2.704], [0.101, -2.084, 2.280], [0.521, 1.680, -5.168], [1.703, 3.830, -4.863], [2.417, 4.491, -2.547], [1.892, 2.965, -0.677], [1.814, 3.126, 2.627], [1.801, 2.093, 1.696], [0.554, 1.729, 1.433], [-0.251, 2.508, 2.160], [0.482, 3.352, 2.897], [-1.784, 2.528, 2.015], [-2.366, 1.126, 2.221], [-3.186, 0.739, 3.208], [-3.617, -0.542, 2.938], [-2.989, -0.865, 1.737], [-2.233, 0.144, 1.325], [-2.124, 2.965, 0.586], [-2.930, 3.967, 0.206], [-2.973, 3.991, -1.170], [-2.143, 2.937, -1.555], [-1.645, 2.333, -0.488], [2.667, 3.632, 3.029], [2.636, 1.609, 1.225], [0.016, 4.046, 3.567], [-2.252, 3.287, 2.800], [-3.406, 1.389, 4.031], [-4.295, -1.143, 3.510], [-3.073, -1.770, 1.166], [-3.429, 4.588, 0.924], [-3.518, 4.668, -1.797], [-1.906, 2.597, -2.546], [3.786, -0.905, 2.203], [2.786, -2.949, 1.687], [2.597, -2.684, -0.196], [2.385, -3.781, -1.025], [2.376, -3.561, -2.388], [2.569, -2.269, -2.860], [2.743, -1.248, -1.940], [2.761, -1.450, -0.631], [2.546, -0.278, 3.511], [2.971, 0.528, 4.561], [2.022, 0.984, 5.456], [0.688, 0.621, 5.266], [0.378, -0.190, 4.193], [1.284, -0.643, 3.337], [2.252, -4.767, -0.599], [2.242, -4.381, -3.080], [2.589, -2.064, -3.918], [2.895, -0.227, -2.264], [4.018, 0.785, 4.653], [2.310, 1.610, 6.288], [-0.082, 0.958, 5.941], [-0.643, -0.497, 3.997]], "lumo_ev": [1.769, 1.770], "multiplicity": 2, "homo_lumo_gap_ev": [3.735, 6.763], "s2": 0.783, "charge": -1}

---

Entry 6:
{"formula": "C35H28BIN6O4Zr", "method": "ωB97M-V/def2-TZVPD", "species": ["Zr", "C", "C", "N", "C", "C", "N", "C", "C", "C", "C", "C", "N", "C", "C", "N", "C", "C", "N", "C", "C", "C", "N", "C", "C", "H", "H", "H", "H", "H", "H", "H", "H", "H", "H", "H", "H", "I", "C", "C", "C", "C", "C", "C", "C", "O", "O", "H", "H", "H", "H", "C", "C", "C", "C", "C", "C", "C", "C", "O", "B", "O", "C", "C", "H", "H", "H", "H", "H", "H", "H", "H", "H", "H", "H", "H"], "xyz": [[-1.109, 1.354, -0.018], [-3.859, -2.062, -0.847], [-3.267, -0.925, -0.314], [-2.092, -0.491, -0.785], [-1.474, -1.199, -1.757], [-2.078, -2.356, -2.238], [-3.259, -2.762, -1.799], [-0.195, -0.638, -2.234], [0.455, -1.063, -3.373], [1.588, -0.384, -3.843], [2.003, 0.728, -3.097], [1.338, 1.080, -1.942], [0.262, 0.398, -1.502], [1.657, 2.285, -1.146], [2.793, 3.072, -1.303], [2.962, 4.194, -0.621], [2.038, 4.552, 0.257], [0.915, 3.762, 0.475], [0.730, 2.646, -0.233], [2.271, -0.782, -5.087], [1.745, -1.764, -5.930], [2.412, -2.077, -7.106], [3.538, -1.483, -7.477], [4.055, -0.558, -6.681], [3.466, -0.178, -5.484], [-4.824, -2.413, -0.504], [-3.715, -0.358, 0.493], [-1.606, -2.979, -2.987], [0.065, -1.906, -3.921], [2.824, 1.337, -3.441], [3.592, 2.795, -1.980], [2.191, 5.481, 0.791], [0.159, 4.017, 1.207], [0.829, -2.293, -5.712], [2.021, -2.833, -7.776], [4.978, -0.097, -7.012], [3.968, 0.563, -4.878], [-2.819, 2.075, -6.953], [-2.971, 2.517, -4.912], [-1.946, 2.119, -4.063], [-2.033, 2.417, -2.715], [-3.135, 3.102, -2.200], [-4.145, 3.509, -3.063], [-4.065, 3.216, -4.415], [-3.227, 3.453, -0.743], [-3.981, 4.263, -0.308], [-2.362, 2.755, 0.038], [-1.086, 1.596, -4.464], [-1.179, 2.210, -2.070], [-4.991, 4.056, -2.668], [-4.849, 3.538, -5.086], [-0.713, -2.820, 7.459], [0.680, -2.598, 6.873], [1.525, -1.822, 7.901], [1.315, -3.977, 6.617], [0.643, -1.809, 5.571], [1.847, -1.557, 4.888], [1.909, -0.848, 3.701], [0.713, -0.382, 3.197], [0.449, 0.341, 2.048], [-0.957, 0.566, 2.053], [-1.510, -0.040, 3.145], [-0.482, -0.614, 3.861], [-0.550, -1.320, 5.043], [-0.628, -3.403, 8.376], [-1.351, -3.381, 6.772], [-1.203, -1.878, 7.713], [1.513, -2.344, 8.858], [1.118, -0.821, 8.050], [2.563, -1.726, 7.582], [1.332, -4.552, 7.544], [2.339, -3.899, 6.252], [0.731, -4.532, 5.880], [2.774, -1.924, 5.306], [2.851, -0.671, 3.198], [-1.498, -1.478, 5.535]], "lumo_ev": -7.794, "homo_lumo_gap_ev": 5.346, "charge": 2}

---

Number 1: electronic energy -223837.6317 eV. Number 2: electronic energy -124061.0072 eV. Number 3: electronic energy -303827.4882 eV. Number 4: electronic energy -76198.6407 eV. Number 5: electronic energy -192782.6249 eV. Number 6: electronic energy -63927.2942 eV.